1.
Below is C21H17N3O2S5Yb as an isolated structure at a distorted geometry, with properties calculated with the ωB97M-V functional and the def2-TZVPD basis.

Energy above the lowest of the compared OMol25 structures with the same formula, charge and spin: 53.7 kJ/mol
HOMO energy (alpha / beta): -4.028 / -4.033 eV
Total charge: -1
Gap between HOMO and LUMO (alpha / beta): 6.2 / 6.2 eV
E: -116327.4341 eV
2S+1: 2
LUMO energy (alpha / beta): 2.19 / 2.19 eV

Last column: Löwdin charge in e.
Positions of all 49 atoms, in Å:
1 Yb -0.43827 0.18860 1.20064  1.3256
2 S -0.47118 -6.48520 4.94913  0.4129
3 C -0.47707 -5.04495 4.10044  -1.5484
4 S 0.78878 -4.53205 3.07564  0.8672
5 C 0.17153 -2.96829 2.60832  -1.1624
6 C -1.03765 -2.66524 3.13171  -1.1640
7 S -2.02622 -1.21947 2.89840  0.4154
8 S -1.72737 -3.88707 4.17188  0.8682
9 S 1.16932 -2.01337 1.51930  0.4238
10 N -0.23652 -0.70715 -2.57556  0.1203
11 C -0.77472 -1.80224 -1.87270  -0.3073
12 C -0.79770 -3.02074 -2.54883  -0.0183
13 C -1.40810 -4.10258 -1.95003  -0.0632
14 C -1.96891 -3.93751 -0.69527  -0.0474
15 C -1.87461 -2.69902 -0.09404  -0.1591
16 N -1.29315 -1.62772 -0.66283  0.0655
17 C 0.69412 0.23980 -2.17476  -0.3165
18 C 1.14441 1.11958 -3.17483  -0.0182
19 C 2.07387 2.07334 -2.85248  -0.0623
20 C 2.55595 2.14041 -1.54645  -0.0594
21 C 2.04160 1.24758 -0.64397  -0.1322
22 N 1.12201 0.30072 -0.92439  0.0576
23 H -0.27846 -0.82027 -3.57266  0.1264
24 H -0.31802 -3.10238 -3.51518  0.1087
25 H -1.42706 -5.06107 -2.45393  0.1073
26 H -2.45308 -4.74436 -0.16409  0.1107
27 H -2.27929 -2.52636 0.89417  0.0184
28 H 0.72187 1.05613 -4.16926  0.1105
29 H 2.40586 2.77553 -3.60749  0.1078
30 H 3.26756 2.88591 -1.22495  0.1048
31 H 2.33827 1.29388 0.39420  0.0893
32 C 2.71300 1.02775 3.06236  -0.1330
33 O 1.48138 1.12866 2.37431  -0.4198
34 C 0.19723 1.50935 3.10387  -0.4324
35 O 0.26900 2.03178 4.16163  0.0094
36 H 3.20306 0.09971 2.76512  0.0647
37 H 2.53168 1.01110 4.14020  0.0812
38 H 3.35357 1.88636 2.84144  0.0793
39 C -1.19811 4.51971 -1.64650  -0.1330
40 C -1.86953 3.37618 -2.06732  -0.1324
41 C -1.82364 2.21622 -1.29707  -0.1851
42 C -1.13318 2.14471 -0.07766  -0.2692
43 C -0.50514 3.32846 0.32217  -0.1814
44 C -0.50104 4.49424 -0.44390  -0.1184
45 H -1.22576 5.42094 -2.24892  0.0842
46 H -2.42315 3.38277 -3.00131  0.0846
47 H -2.33929 1.33604 -1.67721  0.0692
48 H 0.03528 3.35568 1.26542  0.0625
49 H 0.02684 5.37589 -0.09674  0.0881

2.
Below is C3H3I4N2 as an isolated structure at a distorted geometry, with properties calculated with the ωB97M-V functional and the def2-TZVPD basis.

Energy above the lowest of the compared OMol25 structures with the same formula, charge and spin: 286.0 kJ/mol
HOMO energy: -12.788 eV
Total charge: +1
Gap between HOMO and LUMO: 6.8 eV
E: -38533.1821 eV
LUMO energy: -5.97 eV

Last column: Löwdin charge in e.
Positions of all 12 atoms, in Å:
1 C -1.49907 -0.01266 -0.06104  -0.2814
2 C 0.73940 0.51260 0.52405  -1.4131
3 C 1.14746 -0.57421 -0.40968  -1.3676
4 N -0.62990 0.35487 0.90052  -0.1030
5 N -1.03214 -0.40971 -1.16629  0.1120
6 I 1.04379 2.52534 -0.34033  0.7946
7 I 1.99566 0.33323 2.31335  0.8934
8 I 0.94942 -2.53758 0.24678  0.9721
9 I 2.37570 -0.27650 -2.02515  0.9870
10 H -2.55613 0.04360 0.19943  0.1609
11 H -0.95380 0.79337 1.75606  0.1372
12 H -1.58038 -0.75234 -1.93770  0.1080

3.
Below is C34H37BrN5O2PtSi2 as an isolated structure at a distorted geometry, with properties calculated with the ωB97M-V functional and the def2-TZVPD basis.

Energy above the lowest of the compared OMol25 structures with the same formula, charge and spin: 347.4 kJ/mol
HOMO energy: -2.425 eV
Total charge: -1
Gap between HOMO and LUMO: 4.6 eV
E: -136452.2330 eV
LUMO energy: 2.19 eV

Last column: Löwdin charge in e.
Positions of all 82 atoms, in Å:
1 Pt 0.64882 0.92911 0.02417  0.5993
2 C 3.86132 1.66601 1.38567  -0.2333
3 Si 2.95792 1.07691 -0.23993  0.4375
4 C 3.84352 2.06581 -1.64813  -0.2376
5 C 3.70602 -0.71849 -0.42863  -0.2977
6 C 5.03412 -0.92889 -0.77453  -0.1200
7 C 5.56412 -2.20409 -0.88973  -0.1242
8 C 4.76092 -3.30409 -0.64873  -0.1255
9 C 3.43272 -3.11209 -0.30333  -0.1145
10 C 2.90492 -1.84029 -0.19303  -0.2947
11 Si 1.11232 -1.35189 0.15017  0.2860
12 C 0.60382 -1.38989 -1.82243  -0.1989
13 C 1.40422 -0.87609 2.11437  -0.2222
14 H 4.25522 2.66861 1.26497  -0.0160
15 H 4.69072 1.00661 1.63207  0.0098
16 H 3.17862 1.67761 2.23067  -0.0062
17 H 4.89872 2.19691 -1.43213  0.0027
18 H 3.40632 3.05291 -1.72303  -0.0309
19 H 3.75842 1.57411 -2.61003  0.0078
20 H 5.67192 -0.07799 -0.96653  0.0862
21 H 6.60362 -2.34419 -1.16213  0.0842
22 H 5.16332 -4.30569 -0.73693  0.0840
23 H 2.79442 -3.96739 -0.12163  0.0913
24 H 0.98652 -2.32599 -2.22483  -0.0042
25 H 1.02292 -0.57199 -2.40763  -0.0048
26 H -0.47878 -1.40189 -1.93863  -0.0148
27 H 1.01622 -1.68419 2.72447  -0.0230
28 H 0.89472 0.04291 2.41037  -0.0169
29 H 2.46262 -0.75739 2.31217  -0.0025
30 C -1.42958 2.05491 -2.07353  -0.0249
31 C -1.36858 2.82471 -0.80943  -0.4444
32 N -0.40458 2.76621 0.08047  -0.0932
33 C -0.75828 3.58541 1.10737  -0.1447
34 C -1.95918 4.16071 0.82197  -0.1054
35 N -2.32258 3.69121 -0.40833  0.0918
36 H -0.43708 1.64541 -2.28743  0.0593
37 H -1.76588 2.68431 -2.89713  0.0737
38 H -2.12508 1.22301 -1.95753  0.0688
39 H -0.13408 3.71011 1.96887  0.0999
40 H -2.56798 4.84511 1.37487  0.0975
41 H -3.21808 3.81101 -0.85263  0.1556
42 O -3.18788 1.23901 0.64057  0.0596
43 C -2.73178 0.10611 0.62307  -0.5191
44 N -3.52338 -1.02609 0.69257  0.1526
45 C -2.72568 -2.23049 0.65487  -0.2885
46 C -1.35448 -1.59449 0.60257  -0.3544
47 O -0.27898 -2.31849 0.54837  -0.0386
48 N -1.42488 -0.27839 0.50527  0.1662
49 C -2.82998 -2.93689 -0.68133  -0.1493
50 C -2.21478 -4.17809 -0.86693  -0.0207
51 C -2.22058 -4.77399 -2.11013  -0.0744
52 C -2.82018 -4.14879 -3.19493  -0.0871
53 C -3.39598 -2.89579 -3.02423  -0.0818
54 C -3.39348 -2.29389 -1.78423  -0.0249
55 C -3.01468 -3.09229 1.86177  -0.1343
56 C -2.30488 -2.91939 3.04587  0.0018
57 C -2.68128 -3.58999 4.19347  -0.0712
58 C -3.77778 -4.44019 4.18137  -0.0945
59 C -4.48728 -4.61779 3.00397  -0.0888
60 C -4.11288 -3.95019 1.85417  -0.0310
61 H -4.48428 -0.99909 0.98627  0.1581
62 H -1.73258 -4.65589 -0.02853  0.1243
63 H -1.75988 -5.74259 -2.24973  0.1016
64 H -2.83008 -4.62419 -4.16713  0.0970
65 H -3.85088 -2.39309 -3.86573  0.0992
66 H -3.82778 -1.31439 -1.65253  0.1114
67 H -1.46058 -2.24669 3.05497  0.1153
68 H -2.12418 -3.45679 5.10917  0.1038
69 H -4.07818 -4.95609 5.08187  0.0964
70 H -5.33728 -5.28319 2.98437  0.0976
71 H -4.68098 -4.08119 0.94477  0.1180
72 Br -0.15768 7.57371 -2.63853  0.6790
73 C 0.88922 6.63011 -1.33873  -0.6579
74 C 1.41972 7.32561 -0.24423  -0.1073
75 C 2.14972 6.55951 0.67547  -0.0654
76 C 2.31182 5.21171 0.44977  -0.1295
77 N 1.81662 4.57161 -0.61913  0.0918
78 C 1.10652 5.28171 -1.49103  -0.1957
79 H 1.28002 8.39071 -0.12273  0.0958
80 H 2.58532 7.03351 1.54397  0.0998
81 H 2.86262 4.58501 1.13687  0.1003
82 H 0.71462 4.73311 -2.34063  0.1100

4.
Below is a 2-piece molecular cluster, C6H14Si overall at a distorted geometry, with properties calculated with the ωB97M-V functional and the def2-TZVPD basis.

Energy above the lowest of the compared OMol25 structures with the same formula, charge and spin: 384.5 kJ/mol
HOMO energy: -8.768 eV
Gap between HOMO and LUMO: 9.6 eV
E: -14322.5867 eV
LUMO energy: 0.85 eV

Last column: Löwdin charge in e.
Positions of all 21 atoms, in Å:
1 C 2.12556 -0.19944 2.34407  -0.0951
2 C 2.00067 0.08667 1.08663  -0.0620
3 C -0.13093 0.98608 -1.71634  -0.1062
4 C -0.88696 0.88742 0.79637  -0.0993
5 C 0.53643 -0.87297 -0.03963  -0.1096
6 C -0.46588 0.09689 -0.45516  -0.7383
7 Si -1.94073 -0.98024 -1.13111  0.7046
8 H 2.85847 0.29350 3.05634  0.0718
9 H 1.33076 -0.81678 2.83048  0.0609
10 H 2.59315 0.68628 0.48974  0.0272
11 H 0.08067 0.36425 -2.59187  0.0711
12 H -0.84448 1.65800 -2.03252  0.0318
13 H 0.79969 1.54582 -1.51338  0.0854
14 H -1.59092 1.67466 0.51224  0.0871
15 H -0.03644 1.46717 1.19608  0.0754
16 H -1.04608 0.12034 1.46229  0.0420
17 H 0.99720 -1.41983 -0.88104  0.0907
18 H 0.15914 -1.51718 0.71781  0.0580
19 H -2.51240 -1.84312 -0.06435  -0.0611
20 H -1.41496 -2.08618 -2.04489  -0.0536
21 H -2.61196 -0.13136 -2.02173  -0.0809

5.
Below is one molecule with the formula C5H9O3 at a distorted geometry, with properties calculated with the ωB97M-V functional and the def2-TZVPD basis.

Energy above the lowest of the compared OMol25 structures with the same formula, charge and spin: 364.6 kJ/mol
HOMO energy (alpha / beta): -8.725 / -8.811 eV
Gap between HOMO and LUMO (alpha / beta): 8.6 / 7.1 eV
E: -11468.1042 eV
2S+1: 2
LUMO energy (alpha / beta): -0.16 / -1.70 eV

Last column: Löwdin charge in e.
Positions of all 17 atoms, in Å:
1 H -1.23624 -1.04140 -0.12993  0.1602
2 C -0.16689 -1.27238 -0.62506  -0.2171
3 C 0.55279 0.01290 -0.41587  -0.1556
4 C 0.23085 0.42474 0.89441  -0.1732
5 C -0.98332 1.36391 1.13205  -0.3038
6 O -1.86074 0.30926 1.06223  -0.2148
7 O 0.57416 -0.42681 1.89301  0.0720
8 C 0.95699 0.80037 -1.57949  -0.0293
9 O 0.52630 -2.45589 -0.22969  -0.0436
10 H -0.33727 -1.49125 -1.69046  0.1305
11 H -0.79136 1.92722 2.10013  0.1254
12 H -1.10372 2.06729 0.26015  0.1193
13 H -0.24891 -0.71903 2.35074  0.1524
14 H 1.31344 0.13032 -2.37318  0.0954
15 H 0.16056 1.40055 -2.04897  0.1062
16 H 1.78834 1.47251 -1.33299  0.0933
17 H 0.62503 -2.50233 0.73293  0.0827

6.
Below is C5H6O3Yb as an isolated structure at a distorted geometry, with properties calculated with the ωB97M-V functional and the def2-TZVPD basis.

Energy above the lowest of the compared OMol25 structures with the same formula, charge and spin: 33.7 kJ/mol
HOMO energy (alpha / beta): -10.158 / -10.440 eV
Total charge: +1
Gap between HOMO and LUMO (alpha / beta): 4.2 / 4.4 eV
E: -42941.8430 eV
2S+1: 2
LUMO energy (alpha / beta): -5.99 / -5.99 eV

Last column: Löwdin charge in e.
Positions of all 15 atoms, in Å:
1 C 3.61332 -1.45338 2.17802  0.0344
2 C 2.79528 -0.51340 1.35766  -0.2873
3 C 1.32256 -0.58009 1.71882  -0.1137
4 C 0.33435 -0.73917 0.84556  -0.3191
5 O -0.67055 -1.53903 0.84520  -0.2545
6 Yb -2.90317 -1.71467 -0.24006  1.6628
7 H 4.18289 -1.10657 3.04167  0.0545
8 H 3.71469 -2.49528 1.86770  0.0533
9 H 2.90239 -0.74640 0.28509  0.1110
10 H 3.14129 0.51940 1.51767  0.1083
11 H 1.04028 -0.51405 2.77460  0.1281
12 O -1.11842 2.11877 -1.93346  0.2106
13 O -2.23963 0.26534 -1.32999  -0.1215
14 C -1.34144 1.08848 -1.41927  -0.4238
15 H -0.00643 0.34849 -0.10417  0.1567